No. 1
ORCA calculation (the ωB97M-V functional and the def2-TZVPD basis) on a cluster of 2 separate species, C3H4BrN in total at a distorted geometry.

The geometry in XYZ format:
```
9
Properties=species:S:1:pos:R:3:forces:R:3:mulliken_charge:R:1
C 1.332507 -0.759418 0.091814 0.58 -0.01 0.37 0.445
C 0.032894 -1.194468 -0.181491 -1.81 1.22 1.23 -0.718
C -0.846989 1.043879 0.269974 -0.51 -1.25 -1.20 -0.525
N 2.373475 -0.355521 0.367329 0.44 0.06 0.00 -0.375
Br 0.171635 2.014768 -1.042758 -0.44 -0.31 0.57 -0.054
H -0.244891 -1.072128 -1.224432 -0.24 -0.52 0.22 0.333
H -0.339143 -2.050299 0.486329 0.29 1.56 -1.32 0.262
H -0.515178 1.324136 1.297523 -0.56 -0.54 -0.95 0.334
H -1.964311 1.049052 -0.064287 2.26 -0.21 1.08 0.298
```
Positions in Å, forces in eV/Å.

**DFT total energy**: -2745.347416 Eh
**Energy relative to the best compared isomer or geometry (same formula, charge and spin)**: 300.9 kJ/mol
**Frontier orbital gap (alpha / beta)**: 0.3085 / 0.3000 Ha

No. 2
ORCA calculation (the ωB97M-V functional and the def2-TZVPD basis) on a cluster of 2 separate species, C3H4BrN3O in total at a distorted geometry.

The geometry in XYZ format:
```
12
Properties=species:S:1:pos:R:3:forces:R:3:mulliken_charge:R:1
C 1.209174 0.993082 0.386871 0.05 0.30 0.06 0.334
C -0.291305 -1.107192 -0.427752 -1.21 3.42 2.65 0.584
C -0.219533 1.000690 0.347506 1.56 -3.90 -3.26 -0.069
N 2.327291 0.758741 0.542622 0.20 0.28 -0.31 -0.482
N 0.588177 -1.349514 -1.310427 3.40 0.13 -2.89 -0.305
N -0.819405 0.781660 1.536772 0.66 0.09 0.45 -0.482
O -1.136556 -1.744696 0.083675 -0.68 -0.23 0.38 -0.486
Br -1.101403 1.978291 -1.087646 0.24 0.21 0.30 -0.118
H 1.404250 -0.836519 -1.664811 -1.04 0.88 1.13 0.233
H 0.714234 -2.254381 -1.677692 -0.64 -1.62 -0.11 0.267
H -1.131964 1.655764 1.824484 -1.15 1.57 1.53 0.274
H -1.542960 0.124075 1.446397 -1.39 -1.12 0.08 0.250
```
Positions in Å, forces in eV/Å.

**DFT total energy**: -2930.159690 Eh
**Energy relative to the best compared isomer or geometry (same formula, charge and spin)**: 171.7 kJ/mol
**Frontier orbital gap**: 0.3182 Ha

No. 3
ORCA calculation (the ωB97M-V functional and the def2-TZVPD basis) on the molecule C3H4BrNO.

The geometry in XYZ format:
```
10
Properties=species:S:1:pos:R:3:forces:R:3:mulliken_charge:R:1
Br -3.206505 -0.014562 0.000085 -0.32 -0.10 0.00 -0.117
C -1.358804 0.078498 0.000542 0.41 0.46 -0.01 0.500
N -0.695313 1.145214 -0.000630 -0.77 0.29 0.01 -0.490
C 0.700618 0.766310 0.000198 0.36 -0.31 0.00 -0.314
C 0.670348 -0.787346 -0.000380 0.74 0.23 0.00 -0.209
O -0.723362 -1.103932 -0.000113 -0.45 -0.49 0.00 -0.340
H 1.182041 1.182138 0.887105 0.08 -0.06 -0.08 0.249
H 1.183880 1.182938 -0.885410 0.08 -0.06 0.08 0.249
H 1.123581 -1.224216 -0.893107 -0.06 0.01 0.12 0.235
H 1.123518 -1.225042 0.891711 -0.06 0.01 -0.11 0.236
```
Positions in Å, forces in eV/Å.

**DFT total energy**: -2820.702654 Eh
**Energy relative to the best compared isomer or geometry (same formula, charge and spin)**: 28.1 kJ/mol
**Structure (SMILES)**: BrC1=NCCO1
**Frontier orbital gap**: 0.3897 Ha

No. 4
ORCA calculation (the ωB97M-V functional and the def2-TZVPD basis) on the molecule C3H4BrNO at a distorted geometry.

The geometry in XYZ format:
```
10
Properties=species:S:1:pos:R:3:forces:R:3:mulliken_charge:R:1
C -0.384736 1.278673 -0.118161 -1.10 -1.67 -0.53 -0.392
C -1.316458 -0.751414 0.072613 2.28 2.57 -0.25 0.033
C 0.862479 0.564482 0.257494 -0.42 -0.40 0.68 -0.282
N 0.929371 -0.746828 -0.401248 1.37 0.13 0.04 -0.275
O -0.323038 -1.423730 -0.385848 -1.39 -0.21 0.05 -0.108
Br -2.913982 -1.657618 0.060093 -0.29 -0.39 -0.08 -0.057
H -0.770794 1.897913 0.694180 -0.08 -0.11 0.26 0.181
H 1.711155 1.138370 -0.124245 0.06 -0.05 -0.07 0.382
H 1.023747 0.384815 1.332478 0.10 0.07 -0.18 0.213
H 1.182256 -0.684662 -1.387356 -0.53 0.07 0.08 0.305
```
Positions in Å, forces in eV/Å.

**DFT total energy**: -2820.455411 Eh
**Energy relative to the best compared isomer or geometry (same formula, charge and spin)**: 677.2 kJ/mol
**Frontier orbital gap**: 0.2850 Ha

No. 5
ORCA calculation (the ωB97M-V functional and the def2-TZVPD basis) on the molecule C3H4BrNO at a distorted geometry.

The geometry in XYZ format:
```
10
Properties=species:S:1:pos:R:3:forces:R:3:mulliken_charge:R:1
O 0.918288 -2.060509 -1.394578 -0.32 1.35 0.79 -0.619
C 0.648750 -1.094770 -0.701702 0.88 -2.28 -1.37 0.401
C -0.505929 -0.634527 0.107906 -1.27 -0.37 -0.40 -0.475
C 0.306310 0.541619 0.496316 0.04 3.45 -0.78 -0.067
Br 0.719413 0.860146 2.340074 0.29 -0.30 0.62 -0.168
N 1.309486 0.028597 -0.360725 2.63 1.11 -0.07 -0.052
H -1.249645 -0.299831 -0.563083 -1.37 -0.03 -0.54 0.204
H -0.836834 -1.320858 0.821251 -0.75 -0.79 1.24 0.323
H -0.024816 1.593745 0.153828 0.09 -1.83 0.51 0.271
H 2.210401 0.430350 -0.607632 -0.23 -0.31 -0.01 0.181
```
Positions in Å, forces in eV/Å.

**DFT total energy**: -2820.703759 Eh
**Energy relative to the best compared isomer or geometry (same formula, charge and spin)**: 25.2 kJ/mol
**Structure (SMILES)**: O=C1C[C@@H](Br)N1
**Frontier orbital gap**: 0.4015 Ha

No. 6
ORCA calculation (the ωB97M-V functional and the def2-TZVPD basis) on a structure of composition C3H4BrNO2 at a distorted geometry.

The geometry in XYZ format:
```
11
Properties=species:S:1:pos:R:3:forces:R:3:mulliken_charge:R:1
C -0.896254 0.383489 0.603665 1.90 1.54 -0.91 0.292
C 1.429310 -0.335801 0.119351 2.16 -2.82 0.00 0.233
C -1.624502 -0.226732 -0.525159 -3.16 -1.47 0.40 -0.848
N 2.522215 0.201232 0.178478 0.59 6.90 0.51 0.171
O -0.773409 1.560363 0.771105 -1.77 0.33 1.01 -0.400
O 3.032731 1.415050 0.347917 -1.21 -5.00 -0.61 -0.446
Br 1.366224 -2.216811 0.374449 -0.34 0.04 -0.19 -0.059
H 0.172695 -0.007072 0.643477 0.22 -1.20 1.35 0.103
H -2.211529 -1.300436 -0.569971 1.87 2.99 0.46 0.280
H -2.217682 0.651798 -0.764413 -1.04 -0.48 -0.59 0.339
H -0.799799 -0.125083 -1.178903 0.78 -0.81 -1.43 0.335
```
Positions in Å, forces in eV/Å.

**DFT total energy**: -2895.691498 Eh
**Energy relative to the best compared isomer or geometry (same formula, charge and spin)**: 669.9 kJ/mol
**Frontier orbital gap (alpha / beta)**: 0.2569 / 0.2568 Ha

No. 7
ORCA calculation (the ωB97M-V functional and the def2-TZVPD basis) on the molecule C3H4BrNO2 at a distorted geometry.

The geometry in XYZ format:
```
11
Properties=species:S:1:pos:R:3:forces:R:3:mulliken_charge:R:1
C 1.597638 1.069398 -0.740038 -3.08 2.62 1.88 0.714
C 0.361569 0.684783 0.023187 1.82 -1.72 1.26 -0.714
C 0.346611 -0.808856 -0.420869 -3.51 1.64 0.94 -0.185
N 2.714999 0.470953 -0.432747 4.16 -0.70 -1.25 -0.560
O 1.565234 1.947181 -1.548668 0.24 1.44 -2.05 -0.599
O 1.129833 -1.552848 0.420025 0.65 -2.50 0.83 -0.441
Br 2.809137 -0.823218 0.671775 -1.10 -0.34 0.57 0.527
H 0.715585 0.677846 1.118463 -1.33 0.24 -1.25 0.294
H -0.565320 1.199608 -0.185094 0.22 0.34 -0.06 0.344
H -0.725522 -1.155693 -0.288899 1.33 -0.26 0.02 0.289
H 0.542222 -0.800096 -1.468753 0.60 -0.77 -0.88 0.330
```
Positions in Å, forces in eV/Å.

**DFT total energy**: -2895.757677 Eh
**Energy relative to the best compared isomer or geometry (same formula, charge and spin)**: 496.2 kJ/mol
**Frontier orbital gap**: 0.2803 Ha

No. 8
ORCA calculation (the ωB97M-V functional and the def2-TZVPD basis) on the molecule C3H4BrNS at a distorted geometry.

The geometry in XYZ format:
```
10
Properties=species:S:1:pos:R:3:forces:R:3:mulliken_charge:R:1
Br 3.387156 -0.212682 -0.058962 0.94 -0.33 0.12 -0.037
C 1.583038 -0.212352 0.080275 -3.12 2.80 -0.34 0.353
N 0.707666 -1.079376 0.049366 3.36 -0.42 0.40 -0.442
C -0.654427 -0.774374 -0.017943 0.93 2.04 0.01 -0.467
C -0.901613 0.752122 0.001709 1.31 1.01 -0.06 -0.483
S 0.669273 1.706494 0.047897 1.28 -2.96 0.36 -0.220
H -1.064482 -1.168914 0.826454 -1.50 -1.29 2.36 0.272
H -0.913320 -1.396388 -0.815860 -1.59 -0.16 -1.74 0.351
H -1.293341 1.174902 -0.855101 -1.19 0.01 -2.27 0.311
H -1.519948 1.210566 0.742168 -0.43 -0.69 1.17 0.363
```
Positions in Å, forces in eV/Å.

**DFT total energy**: -3143.602808 Eh
**Energy relative to the best compared isomer or geometry (same formula, charge and spin)**: 129.1 kJ/mol
**Structure (SMILES)**: BrC1=NCCS1
**Frontier orbital gap**: 0.3368 Ha

No. 9
ORCA calculation (the ωB97M-V functional and the def2-TZVPD basis) on the molecule C3H4BrNS at a distorted geometry.

The geometry in XYZ format:
```
10
Properties=species:S:1:pos:R:3:forces:R:3:mulliken_charge:R:1
C -1.193990 -1.601276 -2.033367 0.77 1.05 1.21 0.192
C -0.716437 0.044603 -0.241147 0.24 0.39 -1.90 -0.311
C 0.847329 0.108334 -0.311360 0.67 -0.11 -0.41 -0.559
N -1.433187 -0.920311 -1.053811 0.16 -1.67 -0.47 -0.245
S 1.666480 -0.434842 -1.807180 -0.82 0.16 -0.45 -0.153
Br -2.160887 -2.880387 -3.101800 0.30 0.70 0.60 -0.089
H -0.763952 -0.077910 0.807466 -1.44 -0.51 1.02 0.260
H -1.242200 0.945979 -0.574541 0.68 0.36 0.49 0.285
H 1.097898 1.158123 -0.041213 -0.09 -0.58 -0.38 0.316
H 1.282920 -0.545572 0.447596 -0.48 0.21 0.29 0.304
```
Positions in Å, forces in eV/Å.

**DFT total energy**: -3143.532321 Eh
**Energy relative to the best compared isomer or geometry (same formula, charge and spin)**: 314.2 kJ/mol
**Frontier orbital gap (alpha / beta)**: 0.2881 / 0.2329 Ha

No. 10
ORCA calculation (the ωB97M-V functional and the def2-TZVPD basis) on a structure of composition C3H4CeFO2 at a distorted geometry.

The geometry in XYZ format:
```
11
Properties=species:S:1:pos:R:3:forces:R:3:mulliken_charge:R:1
O 1.270080 -1.419184 0.767044 1.70 -1.65 -1.23 -0.104
Ce -1.222167 0.890456 -0.315162 0.28 0.65 -0.50 2.146
C 0.104898 -0.937250 0.991274 -2.13 0.53 -0.94 0.268
C 1.820945 -1.668706 -0.445611 -0.81 -0.03 1.84 -0.118
H 1.160204 -1.616083 -1.307694 0.28 0.06 0.03 0.326
H 2.796749 -2.138860 -0.383050 0.18 0.34 -0.13 0.346
F -0.588398 -1.668399 1.816067 0.84 0.77 -0.02 -0.112
C 0.704274 1.531593 -3.166605 -0.94 0.38 -2.52 0.103
O -0.145601 1.831721 -2.333312 -0.49 -0.94 2.57 -0.471
H 0.708832 0.515076 -3.593878 0.63 0.00 0.41 0.296
H 1.197221 2.335987 -3.735477 0.46 -0.10 0.49 0.320
```
Positions in Å, forces in eV/Å.

**Multiplicity**: 3
**<S²>**: 2.02
**DFT total energy**: -840.744354 Eh
**Frontier orbital gap (alpha / beta)**: 0.1930 / 0.3468 Ha
**Charge**: +3